A) # C4H10NS

A gas-phase ion, C4H10NS (charge -1) (ωB97M-V/def2-TZVPD, OMol25).

Values from the calculation:
SMILES string	CN[C@@H](C)C[S-]
E_LUMO	3.753	eV
HOMO-LUMO gap	5.997	eV
net charge	-1
HOMO	-2.24	eV

Last column: Mulliken charge in e.
Positions of all 16 atoms, in Å:
S -0.369 -3.012 1.375  -0.72
N 0.573 0.318 -0.961  -0.45
C -1.333 0.424 0.636  -1.17
C 1.533 1.323 -0.406  -0.87
C -0.549 -1.869 -0.139  -0.93
C -0.080 -0.385 0.134  0.25
H 1.272 2.371 0.052  0.22
H 2.115 1.464 -1.294  0.34
H -0.168 0.857 -1.416  0.28
H 2.241 1.022 0.305  0.36
H 0.313 -2.081 -0.762  0.29
H 0.710 -0.548 0.857  0.25
H -1.553 -2.069 -0.528  0.23
H -0.984 1.666 0.563  0.17
H -2.193 0.296 -0.034  0.34
H -1.527 0.220 1.618  0.40


B) # C4H10NS

A gas-phase ion, C4H10NS (charge -1) (ωB97M-V/def2-TZVPD, OMol25).

Values from the calculation:
SMILES string	CCNCC[S-]
E_LUMO	3.770	eV
HOMO-LUMO gap	5.974	eV
net charge	-1
HOMO	-2.20	eV

Last column: Mulliken charge in e.
Positions of all 16 atoms, in Å:
S 0.970 -3.187 -0.719  -0.66
N -1.271 0.390 -0.399  -0.42
C 0.586 -1.405 -0.285  -0.60
C -0.729 -0.954 -0.823  -0.52
C -0.698 0.991 0.764  -0.35
C 0.704 1.501 0.579  -1.08
H -1.318 1.861 1.090  0.26
H -0.717 0.190 1.622  0.26
H 1.165 2.014 1.410  0.38
H -1.441 -1.629 -0.389  0.24
H 1.357 0.650 0.413  0.26
H -0.849 -1.123 -1.908  0.35
H 0.802 -1.395 0.834  0.16
H -1.013 1.001 -1.165  0.26
H 1.583 -0.919 -0.666  0.14
H 0.868 2.015 -0.359  0.31


Pick the most stable structure from those above. Pick: B)